[1]
C24H18Cl3FO3PPtSSi | ωB97M-V/def2-TZVPD

Output
Net charge ... +1
2S+1 ... 1
Total energy ... -3779.78364 a.u.
Orbital gap ... 7.1 eV
Highest occupied orbital energy ... -11.80 eV

```
53
Properties=species:S:1:pos:R:3:nbo_charge:R:1
Pt -0.359 0.989 1.194 0.76
O -2.258 3.018 -1.574 -0.87
S -1.069 2.715 -0.866 2.40
O -0.976 3.155 0.547 -0.99
O -0.743 1.228 -0.786 -0.92
C 0.377 3.337 -1.632 -0.34
C 0.311 4.055 -2.808 -0.16
C 1.489 4.537 -3.365 -0.17
C 2.700 4.286 -2.741 -0.19
C 2.753 3.541 -1.568 -0.12
C 1.592 3.045 -0.993 -0.36
P 1.728 2.067 0.559 1.05
C 3.077 0.898 0.225 -0.42
C 3.192 0.341 -1.048 -0.14
C 4.129 -0.651 -1.290 -0.22
C 4.951 -1.097 -0.263 -0.18
C 4.828 -0.556 1.009 -0.21
C 3.890 0.435 1.258 -0.20
C 2.323 3.248 1.795 -0.42
C 3.680 3.541 1.922 -0.19
C 4.098 4.501 2.831 -0.20
C 3.169 5.173 3.612 -0.17
C 1.816 4.891 3.481 -0.22
C 1.391 3.933 2.576 -0.12
H -0.652 4.242 -3.265 0.26
H 1.457 5.110 -4.281 0.24
H 3.616 4.669 -3.170 0.24
H 3.713 3.345 -1.107 0.22
H 2.552 0.679 -1.854 0.22
H 4.219 -1.072 -2.282 0.23
H 5.688 -1.866 -0.456 0.23
H 5.466 -0.902 1.812 0.23
H 3.797 0.842 2.256 0.23
H 4.413 3.027 1.316 0.22
H 5.152 4.723 2.929 0.23
H 3.499 5.920 4.321 0.23
H 1.089 5.419 4.084 0.23
H 0.333 3.728 2.473 0.22
F -6.132 0.363 3.224 -0.31
C -4.867 0.412 2.792 0.42
C -3.846 0.426 3.723 -0.27
C -2.534 0.478 3.276 -0.25
C -2.267 0.531 1.913 -0.25
C -3.311 0.493 0.996 -0.24
C -4.627 0.443 1.432 -0.27
H -4.082 0.399 4.778 0.24
H -1.741 0.488 4.010 0.23
H -3.115 0.517 -0.069 0.24
H -5.455 0.429 0.737 0.25
Cl 1.550 -2.037 0.915 -0.27
Si -0.053 -1.126 1.644 1.32
Cl -1.164 -2.393 2.674 -0.25
Cl 0.732 0.572 3.200 -0.25
```


[2]
C24H18Cl3GeN7Ru | ωB97M-V/def2-TZVPD

Output
Net charge ... +2
2S+1 ... 5
Total energy ... -4860.69917 a.u.
Orbital gap (alpha / beta) ... 7.5 / 6.1 eV
Highest occupied orbital energy (alpha / beta) ... -13.31 / -13.80 eV

```
54
Properties=species:S:1:pos:R:3:nbo_charge:R:1
Ru -0.054 0.411 0.267 1.14
C -2.603 -0.146 3.808 -0.26
C -1.740 0.423 2.868 0.10
N -1.464 -0.161 1.715 -0.48
C -2.027 -1.377 1.426 0.23
C -2.939 -1.984 2.291 -0.11
C -3.204 -1.341 3.518 -0.06
C -3.580 -3.181 1.878 -0.14
C -3.332 -3.686 0.635 -0.18
C -2.391 -3.086 -0.224 -0.17
C -1.675 -1.981 0.184 0.10
N -0.650 -1.327 -0.498 -0.46
C -0.164 -1.660 -1.779 0.08
C -0.135 -2.891 -2.387 -0.18
C 0.368 -3.025 -3.701 -0.19
C 0.835 -1.946 -4.393 -0.14
C 0.872 -0.674 -3.768 -0.10
C 1.374 0.492 -4.387 -0.07
C 1.408 1.671 -3.692 -0.25
C 0.969 1.690 -2.366 0.12
N 0.490 0.621 -1.758 -0.47
C 0.404 -0.555 -2.457 0.22
H -2.787 0.369 4.739 0.25
H -1.265 1.376 3.054 0.22
H -3.889 -1.799 4.223 0.25
H -4.287 -3.661 2.543 0.24
H -3.860 -4.568 0.297 0.25
H -2.250 -3.502 -1.209 0.24
H -0.452 -3.776 -1.856 0.24
H 0.375 -4.005 -4.158 0.25
H 1.202 -2.052 -5.406 0.24
H 1.732 0.441 -5.408 0.25
H 1.783 2.580 -4.141 0.25
H 1.020 2.596 -1.778 0.21
N 0.422 4.498 1.390 -0.48
C -0.956 4.541 1.321 -0.04
C -1.348 3.293 0.968 -0.08
N -0.226 2.495 0.821 -0.52
C 0.823 3.256 1.079 0.35
C 2.158 2.698 0.946 0.27
N 2.290 1.517 0.392 -0.48
C 3.637 1.235 0.423 -0.08
C 4.309 2.263 1.008 -0.04
N 3.353 3.197 1.329 -0.48
H 1.011 5.283 1.617 0.44
H -1.518 5.437 1.522 0.26
H -2.345 2.918 0.809 0.25
H 4.045 0.319 0.025 0.24
H 5.355 2.414 1.216 0.25
H 3.534 4.072 1.794 0.44
Cl 3.765 -2.840 0.854 -0.33
Ge 1.717 -2.248 0.755 1.10
Cl 0.441 -3.885 1.283 -0.36
Cl 1.449 -0.750 2.371 -0.38
```


[3]
C24H18Cl4N3O2RuSb | ωB97M-V/def2-TZVPD

Output
Net charge ... +1
2S+1 ... 2
Total energy ... -3415.81006 a.u.
Orbital gap (alpha / beta) ... 7.5 / 6.4 eV
Highest occupied orbital energy (alpha / beta) ... -10.54 / -11.01 eV

```
53
Properties=species:S:1:pos:R:3:nbo_charge:R:1
Ru -0.025 0.129 0.150 0.91
C -2.575 -1.098 -1.343 -0.66
C -1.829 -2.175 -0.626 0.26
C -2.251 -3.490 -0.810 -0.23
C -1.609 -4.527 -0.180 -0.13
C -0.547 -4.225 0.654 -0.27
C -0.154 -2.908 0.803 -0.09
N -0.768 -1.887 0.171 -0.42
Sb 1.450 -2.577 2.141 1.12
C 2.598 -1.446 0.768 -0.09
C 3.915 -1.829 0.593 -0.26
C 4.723 -1.096 -0.263 -0.13
C 4.187 0.009 -0.881 -0.23
C 2.858 0.361 -0.663 0.25
C 2.317 1.585 -1.339 -0.64
N 2.065 -0.380 0.142 -0.45
C 0.560 -0.880 3.059 -0.10
C 0.530 -0.919 4.442 -0.26
C 0.005 0.154 5.139 -0.13
C -0.451 1.233 4.422 -0.23
C -0.393 1.234 3.031 0.27
C -0.880 2.435 2.297 -0.65
N 0.098 0.170 2.345 -0.46
H -3.619 -1.384 -1.464 0.24
H -2.145 -0.955 -2.332 0.25
H -2.530 -0.155 -0.807 0.24
H -3.096 -3.676 -1.459 0.24
H -1.933 -5.550 -0.320 0.24
H -0.022 -5.006 1.189 0.23
H 4.303 -2.690 1.121 0.23
H 5.755 -1.375 -0.426 0.24
H 4.789 0.624 -1.535 0.24
H 3.084 2.357 -1.386 0.24
H 1.451 1.991 -0.814 0.21
H 2.011 1.342 -2.355 0.26
H 0.921 -1.781 4.964 0.23
H -0.031 0.150 6.221 0.24
H -0.852 2.100 4.928 0.23
H -0.952 3.290 2.966 0.23
H -1.862 2.252 1.865 0.26
H -0.211 2.690 1.478 0.23
Cl -3.308 4.621 -4.033 0.11
C -2.344 3.358 -3.413 -0.08
C -1.597 2.530 -4.330 -0.06
Cl -1.667 2.872 -6.001 0.11
C -0.834 1.495 -3.868 -0.14
Cl 0.063 0.474 -4.917 0.07
C -0.769 1.222 -2.471 0.33
O -0.091 0.274 -1.976 -0.60
C -1.508 2.057 -1.558 0.31
O -1.431 1.752 -0.326 -0.68
C -2.282 3.135 -2.064 -0.07
Cl -3.119 4.114 -0.931 0.06
```


[4]
C24H18Co2NO8S | ωB97M-V/def2-TZVPD

Output
Net charge ... -2
2S+1 ... 2
Total energy ... -4745.42212 a.u.
Orbital gap (alpha / beta) ... 2.6 / 2.3 eV
Highest occupied orbital energy (alpha / beta) ... 0.54 / 0.99 eV

```
54
Properties=species:S:1:pos:R:3:nbo_charge:R:1
O 2.167 -3.795 2.366 -0.59
C 2.272 -2.715 1.996 0.48
Co 2.380 -1.063 1.439 -0.13
C 3.794 -1.468 0.491 0.50
O 4.709 -1.779 -0.143 -0.60
C 1.245 -0.995 0.087 0.46
O 0.524 -0.975 -0.821 -0.60
C 3.181 0.769 1.910 -0.43
C 2.854 2.018 1.495 -0.37
C 3.465 2.732 0.300 -0.28
C 2.306 3.014 -0.693 -0.04
C 2.622 2.735 -2.021 -0.25
C 1.680 2.877 -3.028 -0.22
C 0.375 3.263 -2.701 -0.26
C 0.039 3.502 -1.377 -0.23
C 1.006 3.416 -0.365 -0.15
Co 1.460 1.172 2.366 -0.08
C 0.947 -0.529 3.014 0.42
O 0.326 -1.173 3.771 -0.62
C -0.065 1.197 1.486 0.47
O -1.092 1.154 0.925 -0.62
C 1.108 2.173 3.770 0.51
O 0.881 2.841 4.669 -0.60
H 4.205 0.569 2.295 0.19
H 3.943 1.868 -0.194 0.24
H 3.643 2.434 -2.245 0.20
H 1.979 2.668 -4.048 0.20
H -0.367 3.379 -3.494 0.20
H -1.001 3.737 -1.111 0.21
H 0.734 3.702 0.661 0.24
C 5.651 6.328 0.083 -0.73
S 4.051 5.496 0.425 0.78
C 3.461 5.788 -1.286 -0.74
C 4.575 3.703 0.350 -0.27
C 5.819 3.450 1.230 -0.16
C 6.763 2.433 0.904 -0.20
C 7.861 2.158 1.723 -0.24
C 8.106 2.964 2.844 0.03
N 9.125 2.606 3.796 0.40
O 9.253 3.313 4.828 -0.59
O 9.811 1.578 3.581 -0.57
C 7.252 4.030 3.145 -0.27
C 6.143 4.262 2.332 -0.16
H 6.237 6.389 1.002 0.27
H 6.192 5.781 -0.700 0.24
H 5.371 7.331 -0.257 0.22
H 2.392 5.569 -1.332 0.27
H 3.642 6.850 -1.486 0.22
H 4.012 5.161 -1.998 0.24
H 4.981 3.730 -0.678 0.19
H 6.676 1.870 -0.024 0.20
H 8.564 1.360 1.511 0.24
H 7.464 4.688 3.981 0.24
H 5.539 5.144 2.549 0.17
```


> Among the records above, which one has the highest total energy?

C24H18Cl4N3O2RuSb


Please write out number 4 again, unchanged.
C24H18Co2NO8S | ωB97M-V/def2-TZVPD

Output
Net charge ... -2
2S+1 ... 2
Total energy ... -4745.42212 a.u.
Orbital gap (alpha / beta) ... 2.6 / 2.3 eV
Highest occupied orbital energy (alpha / beta) ... 0.54 / 0.99 eV

```
54
Properties=species:S:1:pos:R:3:nbo_charge:R:1
O 2.167 -3.795 2.366 -0.59
C 2.272 -2.715 1.996 0.48
Co 2.380 -1.063 1.439 -0.13
C 3.794 -1.468 0.491 0.50
O 4.709 -1.779 -0.143 -0.60
C 1.245 -0.995 0.087 0.46
O 0.524 -0.975 -0.821 -0.60
C 3.181 0.769 1.910 -0.43
C 2.854 2.018 1.495 -0.37
C 3.465 2.732 0.300 -0.28
C 2.306 3.014 -0.693 -0.04
C 2.622 2.735 -2.021 -0.25
C 1.680 2.877 -3.028 -0.22
C 0.375 3.263 -2.701 -0.26
C 0.039 3.502 -1.377 -0.23
C 1.006 3.416 -0.365 -0.15
Co 1.460 1.172 2.366 -0.08
C 0.947 -0.529 3.014 0.42
O 0.326 -1.173 3.771 -0.62
C -0.065 1.197 1.486 0.47
O -1.092 1.154 0.925 -0.62
C 1.108 2.173 3.770 0.51
O 0.881 2.841 4.669 -0.60
H 4.205 0.569 2.295 0.19
H 3.943 1.868 -0.194 0.24
H 3.643 2.434 -2.245 0.20
H 1.979 2.668 -4.048 0.20
H -0.367 3.379 -3.494 0.20
H -1.001 3.737 -1.111 0.21
H 0.734 3.702 0.661 0.24
C 5.651 6.328 0.083 -0.73
S 4.051 5.496 0.425 0.78
C 3.461 5.788 -1.286 -0.74
C 4.575 3.703 0.350 -0.27
C 5.819 3.450 1.230 -0.16
C 6.763 2.433 0.904 -0.20
C 7.861 2.158 1.723 -0.24
C 8.106 2.964 2.844 0.03
N 9.125 2.606 3.796 0.40
O 9.253 3.313 4.828 -0.59
O 9.811 1.578 3.581 -0.57
C 7.252 4.030 3.145 -0.27
C 6.143 4.262 2.332 -0.16
H 6.237 6.389 1.002 0.27
H 6.192 5.781 -0.700 0.24
H 5.371 7.331 -0.257 0.22
H 2.392 5.569 -1.332 0.27
H 3.642 6.850 -1.486 0.22
H 4.012 5.161 -1.998 0.24
H 4.981 3.730 -0.678 0.19
H 6.676 1.870 -0.024 0.20
H 8.564 1.360 1.511 0.24
H 7.464 4.688 3.981 0.24
H 5.539 5.144 2.549 0.17
```


> Which value of 2S+1 does entry 2 give?

5


Please write out number 3 again, unchanged.
C24H18Cl4N3O2RuSb | ωB97M-V/def2-TZVPD

Output
Net charge ... +1
2S+1 ... 2
Total energy ... -3415.81006 a.u.
Orbital gap (alpha / beta) ... 7.5 / 6.4 eV
Highest occupied orbital energy (alpha / beta) ... -10.54 / -11.01 eV

```
53
Properties=species:S:1:pos:R:3:nbo_charge:R:1
Ru -0.025 0.129 0.150 0.91
C -2.575 -1.098 -1.343 -0.66
C -1.829 -2.175 -0.626 0.26
C -2.251 -3.490 -0.810 -0.23
C -1.609 -4.527 -0.180 -0.13
C -0.547 -4.225 0.654 -0.27
C -0.154 -2.908 0.803 -0.09
N -0.768 -1.887 0.171 -0.42
Sb 1.450 -2.577 2.141 1.12
C 2.598 -1.446 0.768 -0.09
C 3.915 -1.829 0.593 -0.26
C 4.723 -1.096 -0.263 -0.13
C 4.187 0.009 -0.881 -0.23
C 2.858 0.361 -0.663 0.25
C 2.317 1.585 -1.339 -0.64
N 2.065 -0.380 0.142 -0.45
C 0.560 -0.880 3.059 -0.10
C 0.530 -0.919 4.442 -0.26
C 0.005 0.154 5.139 -0.13
C -0.451 1.233 4.422 -0.23
C -0.393 1.234 3.031 0.27
C -0.880 2.435 2.297 -0.65
N 0.098 0.170 2.345 -0.46
H -3.619 -1.384 -1.464 0.24
H -2.145 -0.955 -2.332 0.25
H -2.530 -0.155 -0.807 0.24
H -3.096 -3.676 -1.459 0.24
H -1.933 -5.550 -0.320 0.24
H -0.022 -5.006 1.189 0.23
H 4.303 -2.690 1.121 0.23
H 5.755 -1.375 -0.426 0.24
H 4.789 0.624 -1.535 0.24
H 3.084 2.357 -1.386 0.24
H 1.451 1.991 -0.814 0.21
H 2.011 1.342 -2.355 0.26
H 0.921 -1.781 4.964 0.23
H -0.031 0.150 6.221 0.24
H -0.852 2.100 4.928 0.23
H -0.952 3.290 2.966 0.23
H -1.862 2.252 1.865 0.26
H -0.211 2.690 1.478 0.23
Cl -3.308 4.621 -4.033 0.11
C -2.344 3.358 -3.413 -0.08
C -1.597 2.530 -4.330 -0.06
Cl -1.667 2.872 -6.001 0.11
C -0.834 1.495 -3.868 -0.14
Cl 0.063 0.474 -4.917 0.07
C -0.769 1.222 -2.471 0.33
O -0.091 0.274 -1.976 -0.60
C -1.508 2.057 -1.558 0.31
O -1.431 1.752 -0.326 -0.68
C -2.282 3.135 -2.064 -0.07
Cl -3.119 4.114 -0.931 0.06
```